(1)
Below is the molecule C6H6N2, with properties calculated with wB97M-V/def2-TZVPD.

The geometry in ORCA input format:
```
! RIJCOSX wB97M-V def2-TZVPD def2/J DEFGRID3
* xyz 0 1
C -1.27 0.19 0.81
C 0.53 -1.31 -1.56
H 1.47 -1.27 0.30
N 0.22 -1.76 -2.58
C -0.69 -0.99 0.55
C 0.60 -0.79 -0.22
H 0.98 0.82 1.54
H -1.08 -1.97 0.86
H -0.91 2.19 -0.17
C -0.45 1.30 0.23
H -2.31 0.33 1.13
C 0.76 0.70 -0.40
H 1.27 1.03 -1.31
N 0.87 1.51 0.82
*
```

The calculation puts the energy at -341.66448 hartree. The calculation puts the HOMO-LUMO gap at 10.659 eV. The relative energy (zero: lowest compared OMol25 entry of this formula, charge and spin) comes out at 152.5 kJ/mol. The LUMO energy comes out at 0.9 eV. Its SMILES is N#C[C@@H]1C=C[C@H]2N[C@@H]12. The largest force on an atom is 2.34 eV/Å.

For reference, the natural (NBO) charges in units of e are: C -0.19; C 0.29; H 0.26; N -0.30; C -0.17; C -0.40; H 0.34; H 0.23; H 0.22; C -0.12; H 0.23; C -0.08; H 0.23; N -0.54

=====

(2)
Below is the molecule C2H3Cl, with properties calculated with wB97M-V/def2-TZVPD.

The geometry in ORCA input format:
```
! RIJCOSX wB97M-V def2-TZVPD def2/J DEFGRID3
* xyz 0 3
H -0.18 1.47 0.23
Cl -2.63 0.15 -0.01
H 1.03 0.02 -0.19
C 0.10 0.45 0.00
C -1.08 -0.47 0.05
H -1.24 -1.58 -0.22
*
```

The calculation puts the energy at -538.02657 hartree. The calculation puts the HOMO-LUMO gap (spin up / spin down) at 7.677 / 9.363 eV. Its expectation value of S² is 2.007. The relative energy (zero: lowest compared OMol25 entry of this formula, charge and spin) comes out at 0.0 kJ/mol. The LUMO energy (spin up / spin down) comes out at 1.2 / -1.7 eV. The largest force on an atom is 3.62 eV/Å.

For reference, the natural (NBO) charges in units of e are: H 0.19; Cl 0.06; H 0.18; C -0.33; C -0.30; H 0.20

=====

(3)
Below is the ion C7H9N4 with charge +1, with properties calculated with wB97M-V/def2-TZVPD.

The geometry in ORCA input format:
```
! RIJCOSX wB97M-V def2-TZVPD def2/J DEFGRID3
* xyz 1 1
H 1.20 1.36 0.68
H 4.22 -0.57 -0.14
N 1.79 -1.70 -0.17
C -2.84 1.61 -0.27
H -2.36 -1.66 -0.40
C 0.52 -1.61 -0.44
C 3.55 -0.32 0.69
H 3.70 0.72 0.99
N 2.19 -0.53 0.29
H -0.72 2.22 -0.19
C 1.21 0.35 0.34
H 3.79 -0.98 1.52
H -3.39 2.53 -0.24
C -2.36 -0.59 -0.37
H -4.43 0.05 -0.41
H -0.05 -2.42 -0.84
C -3.39 0.30 -0.36
N 0.04 -0.37 -0.17
N -1.19 0.14 -0.29
C -1.49 1.48 -0.22
*
```

The calculation puts the energy at -490.84044 hartree. The calculation puts the HOMO-LUMO gap at 8.603 eV. The relative energy (zero: lowest compared OMol25 entry of this formula, charge and spin) comes out at 253.7 kJ/mol. The LUMO energy comes out at -4.1 eV. Its SMILES is Cn1c[n+](-n2cccc2)cn1. The largest force on an atom is 5.09 eV/Å.

For reference, the natural (NBO) charges in units of e are: H 0.26; H 0.26; N -0.21; C -0.24; H 0.23; C 0.20; C -0.42; H 0.24; N -0.09; H 0.22; C 0.22; H 0.25; H 0.25; C -0.08; H 0.25; H 0.26; C -0.24; N -0.11; N -0.18; C -0.08

=====

(4)
Below is a structure of composition C12H10InN2O12S2, with properties calculated with wB97M-V/def2-TZVPD.

The geometry in ORCA input format:
```
! RIJCOSX wB97M-V def2-TZVPD def2/J DEFGRID3
* xyz -1 1
H -18.27 15.73 18.42
O -26.32 18.05 18.94
C -19.38 19.21 19.58
O -25.11 17.16 13.38
O -23.25 19.40 12.66
O -23.68 15.64 12.91
N -24.68 16.32 12.65
H -26.23 13.51 9.31
H -27.26 17.69 9.09
O -20.44 15.41 17.13
O -21.37 17.19 16.46
C -18.25 18.65 20.19
H -17.16 16.98 20.49
C -25.35 14.75 10.78
S -25.31 19.04 18.58
C -26.15 14.54 9.65
C -17.94 17.33 19.83
H -26.19 18.03 11.25
O -23.98 18.46 18.36
H -20.94 19.02 18.23
C -20.12 18.48 18.68
N -20.57 16.53 17.24
O -24.85 20.67 13.73
C -26.24 17.03 10.85
O -22.61 21.04 14.14
H -24.91 13.89 11.26
O -25.26 20.10 19.58
H -19.70 20.18 19.94
C -18.62 16.67 18.83
S -23.52 20.79 13.04
In -23.68 18.73 15.48
H -27.33 15.50 8.08
H -17.78 19.07 21.07
C -26.76 15.59 8.99
O -25.54 19.48 17.26
C -26.80 16.85 9.60
C -25.42 16.00 11.40
O -23.46 21.81 11.99
C -19.79 17.22 18.26
*
```

The calculation puts the energy at -2461.84631 hartree. The calculation puts the HOMO-LUMO gap at 3.185 eV. The relative energy (zero: lowest compared OMol25 entry of this formula, charge and spin) comes out at 169.5 kJ/mol. The LUMO energy comes out at -2.3 eV. The largest force on an atom is 7.81 eV/Å.

For reference, the natural (NBO) charges in units of e are: H 0.23; O -0.90; C -0.20; O -0.34; O -0.95; O -0.38; N 0.54; H 0.22; H 0.22; O -0.29; O -0.47; C -0.17; H 0.22; C -0.19; S 2.58; C -0.21; C -0.23; H 0.26; O -0.95; H 0.26; C -0.17; N 0.55; O -0.89; C -0.18; O -0.94; H 0.24; O -0.94; H 0.23; C -0.19; S 2.53; In 1.26; H 0.22; H 0.21; C -0.19; O -0.90; C -0.20; C 0.05; O -0.97; C 0.02

=====

(5)
Below is a structure of composition C21H31AuBN5O9P2, with properties calculated with wB97M-V/def2-TZVPD.

The geometry in ORCA input format:
```
! RIJCOSX wB97M-V def2-TZVPD def2/J DEFGRID3
* xyz 0 3
H -0.78 5.28 1.69
N 2.14 -2.52 -0.17
C -0.13 3.13 4.20
H -4.32 3.89 0.90
C 2.85 -2.46 -1.29
H 1.87 -3.34 1.70
B 0.15 -1.06 1.93
N -0.48 3.56 2.85
C 4.32 -4.08 -0.45
C -4.00 1.80 2.58
H 1.78 -0.35 5.62
C -0.54 5.00 2.71
C 1.15 4.49 -0.63
O 3.05 -1.46 -3.42
H 0.83 3.57 4.47
H 1.10 4.99 -1.60
H 2.93 2.54 -1.22
C 3.60 -4.16 0.73
C 0.89 -0.91 5.41
C 2.38 -1.49 -2.40
C -1.46 -2.40 4.80
H -0.04 2.05 4.24
P -1.48 2.55 2.00
Au 0.59 -0.81 -0.04
C 3.98 -3.25 -1.49
H -3.36 4.18 -1.75
C 2.49 -3.34 0.82
H 3.90 -4.80 1.54
O -1.25 3.12 0.50
H -1.62 -2.64 6.92
C -3.71 4.09 1.79
H -1.46 3.20 -4.09
N -3.07 2.88 2.27
H -2.14 5.14 -2.61
C -1.73 2.56 -3.25
H 1.94 2.94 -2.63
H 2.13 4.68 -0.19
H 0.41 -1.36 7.45
H 4.51 -3.20 -2.42
H -0.88 3.46 4.94
H 0.44 5.43 2.95
C -0.69 -1.82 3.82
O 1.34 -0.81 -2.12
C 1.94 2.44 -1.66
H 1.72 1.39 -1.81
P -0.59 2.49 -0.83
N 0.96 3.05 -0.76
C 0.11 -1.49 6.41
H -2.78 2.28 -3.33
H 0.40 4.93 0.03
O 1.02 -0.65 2.95
H -4.37 4.50 2.56
H -4.60 2.06 3.45
H -3.44 0.89 2.78
H -4.67 1.62 1.73
H -2.98 4.85 1.53
C -2.30 4.43 -1.78
O -0.87 -1.86 2.46
O 6.23 -5.08 0.44
O -0.64 1.02 -0.98
C -1.04 -2.21 6.12
C 5.66 -5.05 -0.63
O 5.76 -5.42 -1.78
H -1.28 5.45 3.38
O -1.18 1.14 2.24
H -2.03 4.93 -0.86
N -1.48 3.25 -1.99
H -1.14 1.64 -3.30
C 0.46 -1.10 4.11
H -2.35 -2.96 4.56
*
```

The calculation puts the energy at -2613.19809 hartree. The calculation puts the HOMO-LUMO gap (spin up / spin down) at 7.783 / 5.023 eV. Its expectation value of S² is 2.010. The relative energy (zero: lowest compared OMol25 entry of this formula, charge and spin) comes out at 91.5 kJ/mol. The LUMO energy (spin up / spin down) comes out at -0.1 / -3.5 eV. The largest force on an atom is 0.46 eV/Å.

For reference, the natural (NBO) charges in units of e are: H 0.20; N -0.44; C -0.41; H 0.19; C 0.13; H 0.22; B 0.72; N -0.80; C 0.07; C -0.40; H 0.22; C -0.40; C -0.41; O -0.64; H 0.20; H 0.18; H 0.20; C -0.25; C -0.25; C 0.74; C -0.27; H 0.24; P 2.52; Au 0.89; C -0.23; H 0.19; C 0.06; H 0.25; O -1.12; H 0.21; C -0.40; H 0.19; N -0.82; H 0.20; C -0.40; H 0.18; H 0.21; H 0.21; H 0.29; H 0.18; H 0.21; C 0.28; O -0.81; C -0.43; H 0.26; P 2.53; N -0.80; C -0.23; H 0.19; H 0.20; O -0.68; H 0.20; H 0.19; H 0.25; H 0.18; H 0.20; C -0.39; O -0.68; O -0.43; O -1.11; C -0.22; C 0.76; O -0.47; H 0.18; O -1.10; H 0.21; N -0.83; H 0.24; C 0.22; H 0.23